The following is a DFT calculation (the ωB97M-V functional and the def2-TZVPD basis) of a molecular structure, C4H10O3.

Cartesian coordinates (Å):
C (-2.2807, -1.0678, 1.1956)
O (-1.3432, -0.0199, 0.9179)
C (-0.5436, -0.1541, -0.0874)
C (0.4324, 0.9568, -0.3274)
O (1.0370, 1.3483, 0.7872)
C (1.4263, 0.6992, -1.5048)
O (2.6664, 0.3508, -0.9676)
H (-2.7282, -0.8126, 2.1551)
H (-1.7461, -2.0183, 1.2772)
H (-3.0474, -1.1138, 0.4172)
H (0.9029, -1.0218, 0.9228)
H (-0.8244, -0.8944, -0.8512)
H (-0.3330, 1.6925, -0.7098)
H (1.1501, -0.2831, 1.1554)
H (1.4944, 1.6280, -2.0953)
H (1.0903, -0.0968, -2.1857)
H (2.6468, 0.8071, -0.0992)

LUMO energy: -0.48 eV
net charge: 0
F_max: 0.0070 hartree/bohr